Formula: C22H39F11N4O3PS
Source: the OMol25 dataset
Level of theory: ωB97M-V with the def2-TZVPD basis set

Structure (ORCA input):
```
! wB97M-V def2-TZVPD RIJCOSX def2/J DEFGRID3
* xyz 1 1
C -0.968 -4.544 0.242
C 0.196 -3.347 0.290
C -0.176 -2.130 -0.802
C 0.413 -0.667 -0.387
C 2.042 -0.866 -0.446
C -0.261 0.667 -1.009
C -1.798 0.655 -0.346
C -2.138 1.123 1.117
C -1.737 0.302 2.441
C -2.203 -1.257 2.533
C -1.947 -1.960 4.030
F -3.097 -1.435 4.861
F -2.234 -3.419 3.762
C -0.480 -1.662 4.666
F -0.429 -0.262 5.237
F 0.601 -1.748 3.612
S 0.087 -2.775 6.050
F -1.482 -3.182 6.573
F 0.277 -4.155 5.060
F 1.749 -2.379 5.674
F 0.127 -1.404 7.131
F 0.705 -3.707 7.359
N 0.391 1.995 -0.544
P 1.101 2.010 1.078
C 2.943 1.953 1.266
C 0.514 3.448 2.187
C 1.174 2.797 -1.538
C 2.622 2.427 -2.066
O 1.309 4.124 -0.829
C 0.245 3.138 -2.838
N -0.417 4.531 -2.794
N -0.814 2.152 -2.989
F -2.045 2.571 -3.195
C -0.570 0.717 -2.629
C -1.872 -0.040 -3.237
C -1.839 -1.628 -3.553
C 0.594 0.216 -3.653
O 0.542 0.772 -4.902
N 1.650 -0.829 -3.557
C 2.630 -0.683 -4.740
O 2.513 -1.549 -5.763
F 3.728 0.306 -4.808
H -2.004 -4.156 -0.160
H -0.638 -5.441 -0.473
H -1.180 -5.013 1.302
H 1.199 -3.876 -0.032
H 0.245 -2.885 1.361
H -1.331 -2.225 -0.912
H 0.418 -2.464 -1.782
H 0.197 -0.651 0.793
H 2.611 -0.202 -1.208
H 2.363 -1.982 -0.740
H 2.521 -0.724 0.640
H -2.427 1.428 -1.012
H -2.361 -0.380 -0.539
H -1.786 2.255 1.267
H -3.333 1.227 1.175
H -0.573 0.328 2.701
H -2.250 0.849 3.372
H -3.375 -1.290 2.363
H -1.708 -1.847 1.656
H -0.475 2.625 -0.428
H 3.569 1.184 0.650
H 3.412 3.023 1.023
H 3.230 1.760 2.410
H 0.236 2.964 3.243
H 1.436 4.159 2.411
H -0.429 4.018 1.779
H 3.233 3.444 -2.242
H 3.353 1.790 -1.427
H 2.661 1.945 -3.160
H 1.779 4.787 -1.402
H 0.932 3.166 -3.811
H -1.076 4.608 -1.991
H -0.849 4.773 -3.710
H -1.966 0.381 -4.360
H -2.915 0.211 -2.774
H -2.352 -1.906 -4.595
H -0.813 -2.167 -3.544
H -2.517 -2.180 -2.740
H 1.322 -1.812 -3.648
*
```

## Properties
Frontier orbital gap   7.4 eV
SMILES string   CCC[C@@H](C)[C@@]1(CCCCC(F)(F)C(F)(F)S(F)(F)(F)(F)F)[N@@H+](P(C)C)[C@](C)(O)[C@H](N)N(F)[C@@]1(CC)C(=O)NC(=O)F
Energy   -85539.3018 eV
LUMO energy   -0.1531 hartree

***

Formula: C22H39GeN2O3S3SbSeTi
Source: the OMol25 dataset
Level of theory: ωB97M-V with the def2-TZVPD basis set

Structure (ORCA input):
```
! wB97M-V def2-TZVPD RIJCOSX def2/J DEFGRID3
* xyz 0 1
Ti -0.351 -0.699 0.365
C 3.924 -1.102 -2.917
C 3.383 -0.057 -1.946
C 4.293 0.037 -0.726
C 3.274 1.302 -2.634
O 2.101 -0.460 -1.457
Ge 0.659 -0.863 -2.504
O -0.504 0.290 -1.351
C -1.368 1.267 -2.008
C -0.475 2.199 -2.816
C -2.341 0.503 -2.898
C -2.139 2.060 -0.966
O 0.064 -2.059 -1.078
C 0.031 -3.500 -1.266
C -0.388 -4.155 0.040
C 1.423 -3.958 -1.676
C -1.001 -3.790 -2.349
H 4.927 -0.834 -3.254
H 3.973 -2.077 -2.430
H 3.286 -1.186 -3.800
H 5.304 0.330 -1.014
H 3.908 0.774 -0.019
H 4.343 -0.930 -0.223
H 4.254 1.653 -2.961
H 2.629 1.239 -3.514
H 2.852 2.041 -1.951
H 0.054 1.659 -3.605
H -1.081 2.972 -3.292
H 0.255 2.679 -2.163
H -1.816 -0.064 -3.669
H -2.944 -0.186 -2.305
H -3.013 1.204 -3.397
H -1.476 2.669 -0.354
H -2.839 2.720 -1.481
H -2.714 1.395 -0.321
H 0.358 -4.002 0.818
H -1.348 -3.763 0.379
H -0.499 -5.230 -0.114
H 2.154 -3.663 -0.922
H 1.445 -5.043 -1.785
H 1.716 -3.521 -2.635
H -1.982 -3.421 -2.043
H -0.727 -3.316 -3.293
H -1.073 -4.866 -2.518
S 2.779 -1.251 5.092
Sb 1.735 -0.021 3.597
S 1.655 -1.579 1.501
S -0.100 -1.704 2.609
C -3.926 1.478 4.235
N -2.527 1.789 3.998
C -1.700 1.246 5.060
C -2.111 1.290 2.699
C -0.797 1.856 2.202
C -0.377 3.096 2.685
C 0.788 3.690 2.225
C 1.542 3.060 1.243
C 1.116 1.839 0.742
C -0.035 1.203 1.218
H -4.233 1.880 5.201
H -4.123 0.393 4.236
H -4.544 1.935 3.461
H -2.037 1.629 6.024
H -0.663 1.556 4.924
H -1.734 0.144 5.095
H -2.887 1.557 1.975
H -2.067 0.190 2.698
H -0.984 3.589 3.434
H 1.098 4.648 2.623
H 2.448 3.520 0.867
H 1.693 1.355 -0.038
Se -4.927 -2.043 -0.265
C -3.343 -1.489 0.199
N -2.273 -1.105 0.511
*
```

## Properties
Frontier orbital gap   7.4 eV
Relative energy (zero: lowest compared OMol25 entry of this formula, charge and spin)   19.6 kcal/mol
Energy   -216595.0903 eV
LUMO energy   -0.0387 hartree

***

Formula: C22H39HfN2O2P3
Source: the OMol25 dataset
Level of theory: ωB97M-V with the def2-TZVPD basis set

Structure (ORCA input):
```
! wB97M-V def2-TZVPD RIJCOSX def2/J DEFGRID3
* xyz 4 1
P 2.772 -0.624 0.057
C 3.560 -0.839 1.685
H 4.646 -0.888 1.532
H 3.220 -1.766 2.157
H 3.320 0.002 2.343
C 3.333 -2.126 -0.793
H 3.186 -2.043 -1.872
H 2.772 -2.995 -0.433
H 4.398 -2.264 -0.575
C 3.831 0.666 -0.657
H 4.864 0.293 -0.653
H 3.760 1.580 -0.058
H 3.522 0.888 -1.684
P -0.734 2.591 -0.385
C -0.832 3.675 1.065
H -1.315 4.610 0.746
H 0.172 3.886 1.449
H -1.429 3.204 1.852
C 0.244 3.626 -1.511
H 0.174 3.263 -2.540
H 1.295 3.623 -1.204
H -0.158 4.645 -1.453
C -2.411 2.767 -1.051
H -2.576 3.834 -1.242
H -3.146 2.398 -0.331
H -2.515 2.208 -1.986
P -1.993 -2.004 0.073
C -2.808 -2.305 1.670
H -3.440 -3.198 1.572
H -3.423 -1.444 1.949
H -2.069 -2.473 2.458
C -3.432 -1.846 -1.027
H -4.135 -2.653 -0.783
H -3.129 -1.928 -2.077
H -3.913 -0.873 -0.874
C -1.411 -3.681 -0.320
H -2.291 -4.327 -0.424
H -0.771 -4.062 0.479
H -0.843 -3.681 -1.255
Hf 0.029 -0.077 -0.116
C 1.260 1.395 1.133
O 1.891 2.109 1.835
C -1.780 0.567 1.120
O -2.680 0.908 1.805
C -1.300 -0.303 -3.122
C -0.648 -1.534 -2.972
C 0.748 -1.580 -2.898
C 1.496 -0.402 -3.039
C 0.843 0.824 -3.188
C -0.555 0.871 -3.262
H -2.380 -0.258 -3.217
H -1.218 -2.462 -3.008
H 1.246 -2.542 -2.825
H 2.582 -0.446 -3.125
H 1.434 1.724 -3.327
H -1.060 1.803 -3.510
N 0.922 -3.448 5.460
C 0.730 -2.731 4.324
C 0.948 -3.315 3.057
C 0.776 -2.541 1.920
N 0.351 -1.241 1.970
C 0.138 -0.674 3.200
C 0.313 -1.387 4.378
H 1.242 -4.407 5.430
H 0.776 -3.037 6.370
H 1.257 -4.354 2.973
H 0.995 -2.955 0.930
H -0.184 0.375 3.216
H 0.128 -0.903 5.345
*
```

## Properties
Frontier orbital gap   5.8 eV
Relative energy (zero: lowest compared OMol25 entry of this formula, charge and spin)   0.0 kcal/mol
Energy   -59656.1387 eV
LUMO energy   -0.5254 hartree

***

Formula: C22H40As4F7KN2O2
Source: the OMol25 dataset
Level of theory: ωB97M-V with the def2-TZVPD basis set

Structure (ORCA input):
```
! wB97M-V def2-TZVPD RIJCOSX def2/J DEFGRID3
* xyz -1 2
K -0.743 -3.170 -0.518
C 3.823 -1.874 0.556
C 2.949 -3.058 0.860
N 2.909 -3.573 2.028
O 3.757 -2.872 2.906
C 2.106 -3.663 -0.185
C 1.562 -5.053 0.033
N 1.941 -2.971 -1.277
O 1.103 -3.458 -2.160
H 3.487 -0.999 1.116
H 3.805 -1.658 -0.503
H 4.840 -2.091 0.884
H 3.617 -3.349 3.724
H 1.706 -5.343 1.071
H 2.107 -5.760 -0.600
H 0.515 -5.227 -0.203
C 3.196 0.028 -2.366
As 1.448 0.164 -1.480
C 0.422 -0.390 -3.056
C 1.194 2.127 -1.702
C 1.589 3.044 -0.520
C 2.842 2.515 0.193
C 0.481 3.266 0.529
As -0.598 1.950 1.552
C 0.681 0.585 2.141
C -1.531 0.961 0.144
C 1.972 4.438 -1.073
As 0.873 5.560 -2.291
C -1.006 5.051 -1.998
C 1.084 4.603 -3.999
H 4.001 0.341 -1.703
H 3.202 0.648 -3.264
H 3.336 -1.017 -2.637
H 0.751 0.145 -3.949
H -0.643 -0.205 -2.907
H 0.595 -1.464 -3.173
H 0.145 2.282 -1.967
H 1.785 2.410 -2.575
H 2.651 1.560 0.680
H 3.174 3.222 0.958
H 3.662 2.380 -0.515
H -0.300 3.893 0.095
H 0.914 3.873 1.333
H 1.412 1.064 2.794
H 1.192 0.074 1.328
H 0.121 -0.142 2.732
H -2.165 1.664 -0.399
H -2.182 0.232 0.634
H -0.877 0.443 -0.559
H 2.911 4.348 -1.633
H 2.194 5.098 -0.229
H -1.370 5.461 -1.057
H -1.166 3.974 -2.015
H -1.579 5.503 -2.808
H 2.146 4.451 -4.194
H 0.679 5.233 -4.791
H 0.575 3.641 -4.011
F -1.888 -3.758 1.630
As -2.871 -5.239 1.631
F -3.922 -4.450 0.482
F -1.892 -5.766 0.283
F -3.823 -6.669 1.563
F -1.775 -5.957 2.744
F -3.802 -4.578 2.928
F -5.944 1.360 -0.063
C -5.168 0.710 0.837
C -4.609 1.429 1.880
C -3.811 0.766 2.789
C -3.558 -0.626 2.678
C -2.742 -1.299 3.594
C -4.156 -1.310 1.590
C -4.949 -0.649 0.677
H -4.792 2.492 1.955
H -3.354 1.319 3.600
H -2.557 -2.359 3.491
H -2.293 -0.761 4.416
H -3.988 -2.375 1.479
H -5.403 -1.172 -0.154
*
```

## Properties
Frontier orbital gap (alpha / beta)   7.1 / 6.5 eV
Relative energy (zero: lowest compared OMol25 entry of this formula, charge and spin)   20.7 kcal/mol
<S²>   0.7897
Energy   -309242.4929 eV
LUMO energy (alpha / beta)   0.0823 / 0.0629 hartree

***

Formula: C22H40BBeCl5F6KN5NaO16P2S2
Source: the OMol25 dataset
Level of theory: ωB97M-V with the def2-TZVPD basis set

Structure (ORCA input):
```
! wB97M-V def2-TZVPD RIJCOSX def2/J DEFGRID3
* xyz 1 1
C 0.599 5.723 0.805
O -0.088 4.640 0.105
B 0.714 3.494 0.019
O 1.510 3.384 -1.085
C 0.690 2.322 1.113
C 1.346 2.909 2.301
N 1.794 3.445 3.199
P 1.798 0.875 0.538
C 2.742 0.292 1.992
O 0.822 -0.325 0.031
C -0.735 1.840 1.535
Cl -1.536 3.063 2.668
C -0.558 0.644 2.373
N -0.424 -0.393 2.819
P -1.815 1.453 0.052
C -2.624 3.031 -0.550
C -3.225 0.465 0.717
H 0.105 5.882 1.764
H 1.667 5.566 0.911
H 0.442 6.653 0.205
H 2.413 3.654 -0.883
H 2.099 0.041 2.840
H 3.473 1.022 2.326
H 3.239 -0.634 1.703
H 1.395 -0.895 -0.525
H -1.958 3.418 -1.323
H -3.622 2.846 -0.931
H -2.634 3.759 0.269
H -2.857 -0.225 1.466
H -3.902 1.159 1.230
H -3.804 0.016 -0.083
C -2.519 -3.200 2.507
Cl -2.935 -1.694 3.332
Cl -0.765 -3.314 2.494
Cl -3.216 -4.580 3.360
Cl -3.125 -3.174 0.841
Na -1.717 5.970 -0.155
C -0.337 3.035 -6.951
O -0.439 3.701 -5.703
C -0.019 2.896 -4.612
C 1.374 3.265 -4.147
O 2.349 2.950 -5.129
C 2.786 4.085 -5.859
H -0.463 3.777 -7.738
H 0.636 2.556 -7.076
H -1.131 2.287 -7.045
H -0.072 1.834 -4.869
H -0.722 3.081 -3.791
H 1.611 2.676 -3.262
H 1.424 4.324 -3.872
H 3.440 4.704 -5.235
H 1.946 4.685 -6.217
H 3.354 3.733 -6.718
O 4.170 -2.533 -0.330
S 2.922 -1.839 0.039
O 2.921 -1.536 1.473
O 1.765 -2.697 -0.271
O 2.826 -0.580 -0.732
C -4.575 6.647 3.769
O -3.832 6.761 2.803
N -4.253 6.054 4.922
C -5.191 5.958 6.028
C -2.923 5.488 5.076
H -5.602 7.042 3.759
H -4.776 6.462 6.901
H -5.365 4.908 6.267
H -6.139 6.423 5.766
H -2.175 6.270 4.944
H -2.762 4.726 4.314
H -2.816 5.045 6.061
K 5.842 -2.427 -1.473
C 0.251 -5.255 -0.525
C 1.254 -6.369 -0.353
O 0.889 -7.556 -1.140
C 1.191 -7.525 -2.363
O 1.762 -6.578 -2.926
C 0.808 -8.832 -3.069
F -0.418 -9.224 -2.748
F 1.647 -9.802 -2.733
F 0.857 -8.686 -4.399
H -0.767 -5.593 -0.280
H 0.508 -4.422 0.119
H 0.229 -4.897 -1.555
H 1.275 -6.688 0.685
H 2.263 -6.051 -0.614
C 5.645 -2.177 3.933
F 5.172 -1.742 5.106
F 6.403 -3.249 4.188
F 4.593 -2.601 3.218
S 6.586 -0.868 3.047
O 7.664 -0.531 3.940
O 5.616 0.192 2.855
O 7.012 -1.502 1.817
Be 2.185 -6.380 -4.618
C -3.509 -6.859 -1.308
O -2.602 -6.360 -0.656
N -3.342 -7.975 -2.076
N -4.768 -6.335 -1.315
H -4.076 -8.395 -2.613
H -2.432 -8.388 -2.090
H -4.927 -5.515 -0.759
H -5.530 -6.723 -1.838
*
```

## Properties
Frontier orbital gap   1.7 eV
Energy   -204641.2660 eV
LUMO energy   -0.2320 hartree

***

Formula: C22H40BFNO7
Source: the OMol25 dataset
Level of theory: ωB97M-V with the def2-TZVPD basis set

Structure (ORCA input):
```
! wB97M-V def2-TZVPD RIJCOSX def2/J DEFGRID3
* xyz 1 1
C -0.437 5.358 -0.593
C -1.276 4.080 -0.123
F -2.571 4.124 -0.677
C -1.288 4.159 1.456
C 0.015 3.879 2.119
C 0.113 3.967 3.596
B 1.540 3.644 4.278
O 2.655 3.185 3.540
O 1.712 3.770 5.674
C -1.126 4.343 4.337
C -2.363 4.564 3.570
N -2.418 4.467 2.181
H -1.056 6.262 -0.307
H 0.534 5.431 -0.017
H -0.183 5.326 -1.683
H -0.713 3.160 -0.465
H 0.921 3.617 1.522
H 2.674 3.591 2.654
H 2.382 4.479 5.776
H -1.109 4.449 5.454
H -3.311 4.844 4.089
H -3.297 4.625 1.668
C -1.957 -0.516 -3.187
C -2.053 0.820 -2.509
O -1.081 1.542 -2.381
C -3.402 1.239 -1.988
H -0.929 -0.684 -3.509
H -2.241 -1.313 -2.490
H -2.607 -0.536 -4.064
H -3.751 0.526 -1.239
H -4.116 1.300 -2.812
H -3.321 2.221 -1.525
C -2.166 -5.229 -3.466
C -2.868 -4.328 -2.485
O -2.495 -3.184 -2.301
C -4.046 -4.900 -1.744
H -1.338 -4.688 -3.926
H -1.768 -6.104 -2.949
H -2.861 -5.538 -4.249
H -3.732 -5.758 -1.153
H -4.823 -5.195 -2.452
H -4.453 -4.142 -1.073
C 5.574 2.090 2.840
C 5.459 1.293 1.568
O 5.166 1.824 0.516
C 5.722 -0.188 1.653
H 5.359 3.138 2.629
H 4.853 1.725 3.573
H 6.588 2.015 3.238
H 5.008 -0.654 2.335
H 6.743 -0.366 1.997
H 5.604 -0.633 0.665
C -6.738 -8.071 1.232
C -5.593 -7.164 0.863
O -5.099 -7.189 -0.245
C -5.085 -6.223 1.926
H -6.998 -8.690 0.373
H -6.445 -8.722 2.058
H -7.609 -7.476 1.511
H -4.720 -6.793 2.783
H -5.884 -5.547 2.237
H -4.262 -5.632 1.523
C 6.585 0.557 -1.983
C 7.263 0.827 -3.301
O 8.376 0.407 -3.536
C 6.502 1.640 -4.317
H 7.247 -0.037 -1.352
H 6.370 1.498 -1.476
H 5.662 -0.002 -2.147
H 6.283 2.630 -3.913
H 5.575 1.129 -4.584
H 7.109 1.756 -5.216
*
```

## Properties
Frontier orbital gap   5.6 eV
Energy   -42673.8984 eV
LUMO energy   -0.1815 hartree